ORCA calculation (the ωB97M-V functional and the def2-TZVPD basis) on a 7-piece molecular cluster, C57H114F2N8O4S2 overall at a distorted geometry.

Geometry as XYZ:
```
187
C57H114F2N8O4S2, DFT the ωB97M-V functional and the def2-TZVPD basis
C -1.6871 -10.7111 -6.5006
N -2.0389 -9.4490 -5.9583
C -2.1442 -8.3511 -6.7750
C -2.3642 -7.0733 -6.2229
C -2.4652 -6.8794 -4.8763
C -2.3341 -7.9650 -4.0492
C -2.1954 -9.2219 -4.6060
C -2.8193 -5.4497 -4.4040
C -2.2053 -4.8602 -3.2742
C -2.6750 -3.6162 -2.8579
N -3.7656 -3.0660 -3.4260
C -4.2649 -3.5566 -4.5933
C -3.7940 -4.7039 -5.0813
C -4.3337 -1.8491 -2.7725
H -0.7712 -11.0562 -6.0208
H -1.6656 -10.6015 -7.5848
H -2.5229 -11.3837 -6.3075
H -1.9983 -8.4849 -7.8367
H -2.3102 -6.2352 -6.9019
H -2.2673 -7.7605 -2.9909
H -2.0834 -10.0631 -3.9381
H -1.3902 -5.3935 -2.8077
H -2.2601 -3.0675 -2.0253
H -5.1572 -3.0359 -4.9080
H -4.2730 -5.1200 -5.9553
H -5.3532 -1.7370 -3.1413
H -3.6264 -1.0548 -3.0112
H -4.3016 -2.1275 -1.7192
C 2.5199 1.1671 8.7912
C 1.0034 1.2078 8.3143
C 0.7341 0.9418 6.7745
N -0.7546 0.8161 6.3459
C -0.7946 0.8098 4.7827
C -2.1546 0.4458 4.2113
C -2.7410 -0.8706 4.7676
C -2.5816 -1.0235 6.3456
C -1.2010 -0.6312 6.8868
C -1.6074 1.9023 7.0398
H 3.0354 0.4464 8.1564
H 2.6015 0.8304 9.8247
H 3.0191 2.1246 8.6423
H 0.4395 2.0686 8.6737
H 0.5708 0.3304 8.7949
H 1.2837 0.1031 6.3472
H 1.1271 1.8258 6.2722
H -0.0493 0.1020 4.4197
H -0.4156 1.7829 4.4703
H -2.0693 0.2276 3.1468
H -2.8668 1.2662 4.1230
H -2.2793 -1.7458 4.3107
H -3.8056 -0.9313 4.5417
H -2.7869 -2.0609 6.6095
H -3.4135 -0.5011 6.8181
H -0.4393 -1.3286 6.5381
H -1.0695 -0.5219 7.9633
H -1.1799 2.8713 6.7819
H -1.6100 1.7382 8.1174
H -2.6278 1.7360 6.6945
C -6.1898 -0.2141 0.2791
C -4.7966 0.4925 0.1842
C -5.0942 2.0068 0.1035
N -3.8279 2.8893 -0.2175
C -4.2172 4.3505 -0.1080
C -3.3297 5.3163 -0.9310
C -3.1720 4.9957 -2.3924
C -2.5501 3.6323 -2.5063
C -3.3468 2.5754 -1.7268
C -2.7129 2.5418 0.7981
H -6.0035 -1.2862 0.3415
H -6.8187 0.0626 -0.5670
H -6.7607 0.0420 1.1717
H -4.3449 0.1146 -0.7330
H -4.2002 0.1487 1.0294
H -5.5265 2.4195 1.0151
H -5.7671 2.2307 -0.7242
H -5.2341 4.4901 -0.4747
H -4.0996 4.6030 0.9458
H -3.6406 6.3605 -0.8995
H -2.3443 5.2230 -0.4745
H -4.1008 5.0951 -2.9541
H -2.3745 5.6725 -2.6990
H -2.4457 3.3620 -3.5571
H -1.5299 3.5609 -2.1293
H -4.2692 2.4003 -2.2805
H -2.9096 1.5784 -1.7810
H -3.0200 2.8322 1.8028
H -1.8073 3.0683 0.4968
H -2.5461 1.4652 0.7607
C 0.4617 -2.6870 3.0644
C 0.0632 -4.1726 3.1822
C -0.6175 -4.5316 4.5873
N -0.3284 -6.0319 4.9892
C -0.7482 -6.9534 3.8249
C -2.2335 -6.8107 3.5708
C -2.9773 -7.3076 4.8229
C -2.7152 -6.4689 6.1046
C -1.1926 -6.2885 6.2843
C 1.1256 -6.3671 5.4000
H 0.9045 -2.4729 2.0916
H 1.2708 -2.4548 3.7569
H -0.3644 -1.9778 3.1165
H 0.8837 -4.8606 2.9785
H -0.6177 -4.3540 2.3506
H -1.6818 -4.3100 4.6655
H -0.2718 -3.9613 5.4494
H -0.2156 -6.7937 2.8874
H -0.5754 -7.9612 4.2025
H -2.3810 -5.7947 3.2048
H -2.4072 -7.4701 2.7204
H -4.0532 -7.2797 4.6509
H -2.7308 -8.3611 4.9553
H -3.3023 -5.5564 6.2080
H -3.0435 -7.1257 6.9102
H -1.0197 -5.4525 6.9620
H -0.9568 -7.2422 6.7565
H 1.5753 -5.6758 6.1128
H 1.6658 -6.2492 4.4607
H 1.2070 -7.4126 5.6974
C 2.6198 1.1757 -4.1632
C 3.8745 1.7409 -4.8093
C 4.2181 1.1496 -6.1805
N 5.1808 1.9820 -7.0679
C 5.2939 1.3368 -8.4582
C 6.1210 2.0973 -9.5023
C 5.3634 3.4458 -9.6782
C 5.5331 4.1739 -8.3871
C 4.7721 3.4773 -7.2403
C 6.5507 2.0031 -6.3646
H 2.4556 0.1054 -4.0376
H 1.7745 1.3734 -4.8224
H 2.4264 1.6974 -3.2259
H 4.7138 1.7952 -4.1159
H 3.6782 2.7970 -4.9944
H 3.2691 1.2071 -6.7137
H 4.4224 0.0817 -6.2574
H 4.2702 1.2689 -8.8265
H 5.6652 0.3224 -8.3123
H 6.2458 1.6293 -10.4788
H 7.1569 2.0934 -9.1632
H 4.3215 3.4811 -9.9967
H 5.8488 4.0112 -10.4738
H 5.0410 5.1232 -8.5985
H 6.5866 4.3940 -8.2147
H 3.6879 3.5201 -7.3441
H 4.9767 4.0124 -6.3131
H 7.2586 2.3116 -7.1339
H 6.6886 0.9810 -6.0120
H 6.5070 2.7080 -5.5343
C 1.0593 3.7161 -0.2307
C 2.2709 4.6352 0.0691
C 2.0923 5.3658 1.4323
N 3.2570 6.3899 1.8198
C 4.5749 5.5668 2.0817
C 5.7482 6.5054 2.3253
C 6.0005 7.5147 1.1722
C 4.7219 8.3412 0.8308
C 3.4486 7.4264 0.6983
C 2.8043 7.2084 3.0453
H 1.1888 3.3864 -1.2615
H 0.1226 4.2679 -0.1530
H 1.1589 2.9022 0.4876
H 2.4029 5.3769 -0.7186
H 3.0934 3.9202 0.0916
H 2.1065 4.6870 2.2850
H 1.1066 5.8214 1.5274
H 4.8599 4.8380 1.3229
H 4.2616 4.9220 2.9029
H 6.6929 5.9963 2.5162
H 5.4290 6.9261 3.2789
H 6.4212 7.0766 0.2671
H 6.7825 8.1697 1.5562
H 4.8044 8.9216 -0.0882
H 4.6219 9.0701 1.6351
H 3.6132 6.7957 -0.1753
H 2.4715 7.8807 0.5341
H 3.6597 7.8180 3.3365
H 2.2800 6.5693 3.7557
H 2.0299 7.8791 2.6729
N -1.8674 -0.7554 -1.0939
S -0.5325 -0.2172 -2.0826
O 0.3748 -1.2230 -2.6264
O -0.0707 1.1770 -1.8815
F -1.5381 0.0527 -3.3475
S -1.1225 -1.2215 0.0316
O -0.3485 -0.2151 0.7633
O -0.6856 -2.5872 -0.0502
F -2.3792 -1.3017 0.9895
```

Computed properties:
HOMO energy (eV): -19.9
Total energy (eV): -108113.25045
Charge: +6
Gap between HOMO and LUMO (Eh): 0.28297

***

ORCA calculation (the ωB97M-V functional and the def2-TZVPD basis) on a 19-piece molecular cluster, C57H136N8O41S7 overall at a distorted geometry.

Geometry as XYZ:
```
249
C57H136N8O41S7, DFT the ωB97M-V functional and the def2-TZVPD basis
C 10.1025 20.8528 12.3565
O 10.7465 22.0537 12.8044
C 9.9721 23.0668 13.2344
O 8.8389 23.0111 13.4779
O 10.8363 24.1026 13.3495
C 10.3801 25.4376 13.3435
H 10.9030 20.1697 12.1302
H 9.5731 21.0753 11.3924
H 9.4616 20.5502 13.1551
H 10.4849 25.8161 14.3529
H 9.4052 25.5198 12.8680
H 11.1043 25.9392 12.6800
C 13.3072 21.9185 10.3898
O 14.4383 21.1213 10.8366
C 14.3133 20.1450 11.8275
O 13.2908 19.6987 12.2221
O 15.5254 19.7249 12.2477
C 16.7279 20.2600 11.7493
H 13.4267 22.9015 10.8495
H 12.4158 21.4110 10.7790
H 13.3181 21.9227 9.3090
H 16.8827 19.9069 10.7289
H 17.4621 19.8978 12.4533
H 16.6550 21.3346 11.8582
C 8.1066 19.0734 19.8472
O 8.8823 19.5788 18.7870
C 10.1851 19.8334 18.9940
O 10.7547 19.6977 20.0175
O 10.7405 20.1330 17.8210
C 12.2092 20.2138 17.7800
H 7.0557 19.0601 19.5402
H 8.3141 19.7708 20.6513
H 8.4147 18.0634 20.1888
H 12.3911 20.1937 16.7091
H 12.5411 19.2614 18.2256
H 12.5683 21.1533 18.2351
C 11.3785 17.9888 22.2150
O 12.0560 17.3096 23.3765
C 13.2491 16.7668 23.1640
O 13.8953 16.6416 22.1171
O 13.6784 16.3038 24.3224
C 14.9505 15.6860 24.3896
H 11.0065 17.2141 21.5403
H 12.0615 18.6463 21.7475
H 10.5543 18.5126 22.7007
H 14.7862 15.0285 25.2277
H 15.7912 16.3378 24.5638
H 15.1027 15.1331 23.4606
O 14.2483 13.4851 21.8083
S 12.8758 13.0454 21.7663
O 12.5514 11.6814 21.5104
O 12.2425 13.5823 23.1191
C 10.9800 12.8319 23.5906
C 10.8850 13.2240 25.0943
C 12.0352 14.0975 20.6067
H 11.2319 11.7887 23.4054
H 10.1158 13.0461 22.9502
H 10.1151 12.7266 25.6827
H 10.7311 14.2953 25.1867
H 11.8479 13.0992 25.6317
H 10.9387 14.0841 20.7296
H 12.3391 13.7606 19.6048
H 12.4308 15.1072 20.6475
O 18.7757 13.1438 21.9330
S 18.1270 14.2624 22.5242
O 17.5208 14.1530 23.7969
O 19.3205 15.3601 22.6820
C 18.9820 16.5776 23.5409
C 19.4863 16.2616 24.9932
C 16.9750 14.9349 21.2800
H 17.8940 16.6194 23.5979
H 19.3901 17.4650 23.0943
H 19.1255 17.0106 25.6734
H 20.5792 16.3946 24.9793
H 19.2344 15.2502 25.3038
H 16.3159 15.7587 21.6588
H 16.3193 14.0833 21.1770
H 17.4679 15.1079 20.3244
O 17.6717 23.1172 16.0128
S 17.3723 22.4083 14.8077
O 17.6767 21.0123 14.6928
O 15.9101 22.6928 14.3802
C 14.7326 22.4441 15.4573
C 13.5084 22.0755 14.6581
C 18.1106 23.4083 13.5312
H 14.6326 23.4495 15.8316
H 15.1033 21.7602 16.2341
H 12.6073 22.0951 15.2725
H 13.5741 21.0760 14.2799
H 13.3662 22.7599 13.8105
H 19.1542 23.5868 13.8961
H 17.5498 24.3491 13.3962
H 18.1240 22.9012 12.5782
O 12.9290 10.3111 15.8159
S 11.6599 10.8999 16.1092
O 11.2925 11.4351 17.3887
O 11.4266 12.0342 14.9818
C 10.5881 13.2534 15.4200
C 10.1704 13.8754 14.0778
C 10.3902 9.6838 15.6749
H 11.2288 13.9407 15.9824
H 9.7442 12.9552 16.0204
H 11.0925 14.1167 13.4870
H 9.5849 14.7920 14.1612
H 9.6500 13.2067 13.4299
H 9.3919 10.1624 15.6734
H 10.4995 8.8401 16.3860
H 10.5180 9.2769 14.6514
O 12.5025 15.4307 17.5878
S 13.9007 15.6424 17.4703
O 14.7049 14.7488 16.7041
O 13.9901 17.1719 16.9917
C 15.2843 17.5797 16.3489
C 14.8899 18.7086 15.3038
C 14.6367 15.7156 19.0798
H 15.7493 16.7445 15.7935
H 15.9640 17.8613 17.1434
H 14.1028 18.3055 14.6632
H 15.7230 19.0466 14.6452
H 14.4737 19.5655 15.8284
H 14.6174 14.6887 19.4311
H 13.9365 16.2994 19.6826
H 15.6315 16.1027 19.1865
O 22.9454 10.4933 21.1329
S 22.7569 11.7644 21.7248
O 23.8725 12.5835 22.0906
O 21.8458 12.5448 20.6460
C 21.6546 14.0094 20.9487
C 20.9950 14.6400 19.6943
C 21.7098 11.6056 23.0932
H 22.5723 14.4689 21.2561
H 20.9310 14.1514 21.7833
H 21.0954 15.7334 19.6997
H 19.9208 14.3758 19.6514
H 21.4443 14.2465 18.7690
H 20.7390 11.1998 22.8105
H 21.6324 12.5145 23.7192
H 22.2476 10.8748 23.6924
O 17.7590 9.3023 18.8204
S 18.0731 10.5630 18.2479
O 18.2463 10.6872 16.8543
O 17.0316 11.5879 18.6814
C 15.8015 11.2170 19.4163
C 14.6991 10.6751 18.5385
C 19.5898 11.1936 18.9431
H 15.6012 12.1282 19.9783
H 16.0778 10.4967 20.2145
H 14.9285 9.7708 17.9903
H 14.3589 11.4560 17.8585
H 13.8960 10.3555 19.2012
H 19.6920 11.2726 20.0370
H 19.7616 12.1586 18.4935
H 20.3491 10.4996 18.5507
C 18.2334 14.9407 17.2384
C 18.4731 16.4104 17.7314
O 17.9036 16.8747 18.7788
N 19.2443 17.1424 16.9751
C 19.1041 18.5575 17.0806
H 17.4201 14.9185 16.5180
H 17.8980 14.3783 18.1212
H 19.1308 14.4957 16.8081
H 19.5886 16.7749 16.0549
H 18.8880 18.9766 16.1140
H 19.9570 19.0352 17.5388
H 18.3051 18.7141 17.8238
C 16.1909 12.4550 14.7975
C 15.7411 11.6842 13.6089
O 16.1698 11.8969 12.4784
N 14.9454 10.5954 13.8563
C 14.4330 9.6326 12.8960
H 17.0122 11.9210 15.3004
H 15.3594 12.5829 15.4421
H 16.5441 13.4685 14.5317
H 14.4624 10.6417 14.7417
H 13.6829 10.0724 12.2386
H 13.8715 8.9338 13.5499
H 15.2325 9.0420 12.4968
C 14.4698 16.6168 9.5235
C 15.0947 16.0919 10.7532
O 16.3215 16.2471 10.8078
N 14.3863 15.3586 11.6797
C 14.9982 14.8615 12.8976
H 15.3708 16.8626 8.9639
H 13.8637 17.4752 9.7862
H 13.8413 15.8495 9.0488
H 13.3815 15.3580 11.6031
H 14.2800 14.2377 13.4035
H 15.2886 15.7166 13.5026
H 15.8241 14.2131 12.5899
C 17.6247 21.2400 18.9535
C 16.2307 20.6514 18.9968
O 15.3101 20.9121 18.2220
N 15.9170 19.7924 19.9787
C 14.6331 19.0468 20.0554
H 17.7285 22.0686 19.6893
H 17.7685 21.6310 17.9608
H 18.3254 20.4342 19.1312
H 16.6375 19.5313 20.6535
H 14.8064 18.3201 20.8158
H 14.4147 18.5909 19.1022
H 13.8448 19.7048 20.3842
C 9.2624 15.8803 17.5474
C 9.3748 16.6050 16.2575
O 8.5975 16.4983 15.2889
N 10.4828 17.3870 16.0629
C 10.8581 18.0150 14.7937
H 9.2267 16.5365 18.4079
H 10.2038 15.3625 17.7511
H 8.3965 15.2306 17.6431
H 11.2561 17.3862 16.7263
H 11.6784 17.4476 14.3102
H 11.2400 19.0137 14.9498
H 9.9742 17.9733 14.1785
C 8.5791 16.7983 12.1184
C 8.9551 17.8516 11.0881
O 8.1022 18.5235 10.5396
N 10.2550 18.0752 10.8038
C 10.6998 18.7397 9.5824
H 7.8737 17.2321 12.8241
H 9.4650 16.5458 12.6909
H 8.0822 15.9479 11.6325
H 10.9752 17.7108 11.4103
H 9.9111 19.4100 9.2025
H 10.9339 18.0859 8.7153
H 11.5631 19.4016 9.7811
C 18.1524 17.4723 13.2285
C 18.8817 16.1309 13.6016
O 19.8569 16.0072 14.3492
N 18.5025 15.1144 12.8049
C 19.0425 13.7341 12.9709
H 17.0739 17.3496 13.0289
H 18.6122 17.8607 12.3045
H 18.2922 18.2061 14.0248
H 17.6485 15.2062 12.2162
H 18.4675 13.1905 12.2140
H 18.7021 13.3387 13.9267
H 20.0753 13.5796 12.7093
C 20.2486 18.2849 20.6527
C 19.6121 19.5609 21.1898
O 18.4369 19.6645 21.5352
N 20.4502 20.6446 21.2037
C 21.8944 20.5946 21.1346
H 19.4989 17.7041 20.1406
H 20.6984 17.6954 21.4930
H 21.0419 18.4643 19.8946
H 20.0473 21.4345 21.6801
H 22.2705 21.6015 21.3826
H 22.3052 20.3414 20.1615
H 22.3249 19.9085 21.8771
```

Computed properties:
HOMO energy (eV): -9.0
Total energy (eV): -233029.90228
Gap between HOMO and LUMO (Eh): 0.33405

***

Which value of HOMO energy does entry 1 give?
-19.9 eV

***

Among the records above, which one has the lowest gap between HOMO and LUMO?
C57H114F2N8O4S2

***

HOMO energy of number 2 (C57H136N8O41S7)?
-9.0 eV